Entry 1:
This record from the OMol25 dataset describes an isolated molecule of BrNO in a non-equilibrium geometry. The level of theory is the ωB97M-V functional and the def2-TZVPD basis.

The geometry in XYZ format:
```
3
Properties=species:S:1:pos:R:3:forces:R:3:lowdin_charge:R:1
O -0.199722 1.066426 -0.609593 2.3877 -3.2311 3.8542 -0.09
Br -0.157729 -1.478750 0.355870 -0.2091 -0.3031 -0.1256 0.48
N 0.357450 0.412323 0.253722 -2.1786 3.5342 -3.7286 -0.38
```
Positions in Å, forces in eV/Å.

Results
HOMO, eV: -10.541
Relative energy (zero: lowest compared OMol25 entry of this formula, charge and spin), kcal per mole: 0.0
SMILES: O=NBr
E, eV: -73577.3500
2S+1: 1

***

Entry 2:
This record from the OMol25 dataset describes an isolated molecule of BrNO3 in a non-equilibrium geometry. The level of theory is the ωB97M-V functional and the def2-TZVPD basis.

The geometry in XYZ format:
```
5
Properties=species:S:1:pos:R:3:forces:R:3:lowdin_charge:R:1
N 0.096631 0.053792 -0.669872 -0.9829 -1.1328 2.2404 -0.44
O 0.760331 0.970970 -0.427895 1.0423 1.4143 0.0240 0.09
O -0.260932 -0.502659 -1.620707 -0.4202 -0.7125 -1.3656 0.18
O -0.510232 -0.671963 0.608706 0.1703 0.0710 -1.7226 -0.64
Br -0.085798 0.149860 2.109767 0.1905 0.3601 0.8238 0.81
```
Positions in Å, forces in eV/Å.

Results
HOMO, eV: -10.535
Relative energy (zero: lowest compared OMol25 entry of this formula, charge and spin), kcal per mole: 0.0
SMILES: O=[N+]([O-])OBr
E, eV: -77669.4050
2S+1: 1

***

Entry 3:
This record from the OMol25 dataset describes BrO8V4 as an isolated structure in a non-equilibrium geometry. The level of theory is the ωB97M-V functional and the def2-TZVPD basis.

The geometry in XYZ format:
```
13
Properties=species:S:1:pos:R:3:forces:R:3:lowdin_charge:R:1
O 5.201310 -1.194266 1.288529 -2.7340 1.0592 -2.2261 -0.16
V 4.152089 -0.983833 0.094923 1.9241 0.0937 1.8251 1.32
O 3.133825 0.172152 0.324847 1.4649 -1.3698 1.0105 -0.21
O -0.217852 0.555179 0.005440 1.3949 2.4557 -4.0702 -0.45
V 0.326807 1.480285 -1.291495 4.7759 1.2013 4.0164 0.80
O 2.024205 1.363487 -1.386554 -6.2805 0.0095 -0.3665 -0.41
O -1.755224 0.966018 2.245953 -3.6562 -1.9227 1.7333 -0.20
V -3.042304 0.216130 2.845331 -0.8487 6.8293 2.6805 1.35
O -3.998982 1.343329 3.733870 4.3236 -4.7587 -3.9881 -0.18
O -1.579480 -1.580565 -1.568923 -0.8434 -2.3834 -2.3834 -0.25
V -1.935583 -2.533574 -2.816931 -0.5646 -1.0592 2.1842 1.37
O -2.444757 -3.956222 -2.354784 1.1374 3.1131 -0.2651 -0.12
Br 0.135946 4.151879 -1.120204 -0.0936 -3.2681 -0.1506 0.13
```
Positions in Å, forces in eV/Å.

Results
HOMO, eV: -17.518
Total charge: +3
Relative energy (zero: lowest compared OMol25 entry of this formula, charge and spin), kcal per mole: 9.6
E, eV: -189131.1100
2S+1: 1

***

Entry 4:
This record from the OMol25 dataset describes BrPb as an isolated structure in a non-equilibrium geometry. The level of theory is the ωB97M-V functional and the def2-TZVPD basis.

The geometry in XYZ format:
```
2
Properties=species:S:1:pos:R:3:forces:R:3:lowdin_charge:R:1
Pb -0.866230 1.130825 0.422365 1.8226 -2.3774 -0.8902 1.19
Br 0.866230 -1.130825 -0.422365 -1.8226 2.3774 0.8902 -0.19
```
Positions in Å, forces in eV/Å.

Results
HOMO, eV: -14.628
Total charge: +1
Relative energy (zero: lowest compared OMol25 entry of this formula, charge and spin), kcal per mole: 23.9
E, eV: -75282.1157
2S+1: 1

***

Entry 5:
This record from the OMol25 dataset describes an isolated molecule of C10Cl12 in a non-equilibrium geometry. The level of theory is the ωB97M-V functional and the def2-TZVPD basis.

The geometry in XYZ format:
```
22
Properties=species:S:1:pos:R:3:forces:R:3:lowdin_charge:R:1
Cl -1.961649 1.269953 -3.060122 0.5872 -1.1035 0.8424 0.70
Cl 0.550221 3.374451 0.491177 -0.3915 -2.2254 0.5822 0.67
Cl -2.233408 1.701085 1.893214 1.3677 -0.7345 -0.7511 0.69
Cl 1.069312 1.978701 -2.503248 0.3821 -1.1376 0.2725 0.72
Cl 1.214726 0.400294 3.303127 -0.4286 -0.0420 -0.0687 0.72
Cl 2.047107 -1.874096 1.852024 -0.6902 1.0189 0.1106 0.61
Cl -3.051041 -0.676254 -0.432412 1.1545 -0.0999 -1.0696 0.64
Cl -1.495003 -2.226739 -2.486047 -0.5616 0.6712 0.3944 0.63
Cl 3.032271 1.089761 0.474498 -0.3141 0.2265 0.3136 0.73
Cl -1.544337 -1.503776 2.266662 0.7033 0.4923 -0.1113 0.68
Cl 2.271540 -1.358734 -1.250389 -0.0784 0.5464 -0.4287 0.68
Cl 0.003074 -2.918761 -0.117062 -0.5360 0.8979 0.4684 0.62
C -0.946652 0.286711 -2.020893 1.2211 1.6453 -0.2674 -0.76
C 0.313056 1.621458 0.754413 -1.3555 0.9811 0.6299 -0.66
C -0.772842 0.960726 1.240217 -0.4312 2.0600 -0.6217 -0.69
C 0.376819 0.542298 -1.819206 -1.8120 0.3249 0.5344 -0.64
C 0.991696 -0.380048 1.725844 1.6862 -0.9976 0.8252 -1.08
C -1.414434 -0.880961 -1.245628 -1.2042 -0.6444 -0.2906 -1.05
C 1.363559 0.561535 0.570389 1.0725 -0.2481 -0.8397 -0.88
C -0.462473 -0.530759 1.222440 -1.2813 -0.7513 1.8604 -0.82
C 0.948792 -0.317233 -0.660756 0.3790 0.6137 -2.2826 -0.75
C -0.300333 -1.119610 -0.198242 0.5310 -1.4938 -0.1026 -0.74
```
Positions in Å, forces in eV/Å.

Results
HOMO, eV: -9.809
SMILES: ClC1=C(Cl)[C@]2(Cl)[C@](Cl)(C1(Cl)Cl)[C@]1(Cl)C(Cl)=C(Cl)[C@@]2(Cl)C1(Cl)Cl
E, eV: -160637.4464
2S+1: 1